i) {"formula": "C3H7ClNO", "method": "wB97M-V/def2-TZVPD", "elements": ["C", "C", "C", "N", "O", "Cl", "H", "H", "H", "H", "H", "H", "H"], "positions_angstrom": [[-0.50695, -0.34063, 1.22249], [-0.81748, 1.21458, -0.71495], [-0.21274, -0.07612, -0.17945], [0.92304, -0.51272, -0.83858], [1.23387, -0.07485, -1.99881], [2.37023, -2.48314, 1.14249], [-0.82830, 0.60674, 1.77875], [-1.17376, -1.08788, 1.26070], [0.35181, -0.71848, 1.60859], [-0.96321, 1.31275, -1.86633], [-0.22020, 2.05526, -0.59995], [-1.79984, 1.31787, -0.31890], [1.64353, -1.21337, -0.49607]], "mol_weight_g_mol": 108.55, "homo_ev": -4.251, "total_charge": -1}

ii) {"formula": "C3H7ClNO", "method": "wB97M-V/def2-TZVPD", "elements": ["Cl", "C", "C", "O", "N", "C", "H", "H", "H", "H", "H", "H", "H"], "positions_angstrom": [[1.97130, -14.32226, 11.58302], [1.48420, -18.63506, 8.77993], [1.14823, -17.42569, 9.62194], [1.61309, -17.34488, 10.78235], [0.48089, -16.44561, 8.97391], [0.07794, -15.19774, 9.65264], [1.89087, -18.26686, 7.83805], [0.76937, -19.45782, 8.76685], [2.44046, -18.98435, 9.16939], [0.05389, -16.54151, 8.06365], [-1.01168, -15.22591, 9.65917], [0.26816, -14.31322, 9.04473], [0.44840, -15.06417, 10.66902]], "mol_weight_g_mol": 108.55, "homo_ev": -3.169, "total_charge": -1}

Result of the stability comparison: i) is the least stable of them.

i) {"formula": "C5H10NO", "method": "wB97M-V/def2-TZVPD", "elements": ["C", "C", "C", "C", "N", "C", "O", "H", "H", "H", "H", "H", "H", "H", "H", "H", "H"], "positions_angstrom": [[0.99292, 2.77273, -0.66078], [0.15877, 1.73917, -0.73211], [-0.80083, 1.31862, 0.33621], [-0.16290, 0.15515, 1.13795], [0.40751, -0.81750, 0.25213], [-0.40893, -1.91020, -0.39159], [-0.19345, -3.12544, 0.06844], [2.00888, 2.81492, -1.02110], [0.65782, 3.55005, 0.02975], [0.23147, 1.00139, -1.52506], [-1.78224, 0.99769, -0.01680], [-0.93919, 2.18232, 0.99618], [0.68741, 0.54882, 1.70239], [-0.88388, -0.28087, 1.84333], [1.31099, -1.19719, 0.48787], [-0.17599, -1.79393, -1.48286], [-1.46828, -1.54693, -0.23047]], "smiles": "C=CCCNC[O-]", "mol_weight_g_mol": 100.14, "homo_ev": -2.317, "total_charge": -1}

ii) {"formula": "C5H10NO", "method": "wB97M-V/def2-TZVPD", "elements": ["C", "N", "C", "C", "C", "C", "O", "H", "H", "H", "H", "H", "H", "H", "H", "H", "H"], "positions_angstrom": [[2.04340, -0.69924, -1.73773], [2.31427, -0.79249, -0.47860], [1.34268, -0.27368, 0.42065], [-0.08244, -0.03047, -0.21655], [-0.76201, 0.77452, 0.83891], [-2.25503, 0.35021, 0.74119], [-3.13635, 1.23474, 1.19903], [2.70755, -0.28407, -2.46021], [1.23330, -1.31842, -2.16297], [1.69245, 0.66700, 0.77943], [1.22106, -0.99302, 1.22743], [-0.36263, -1.08448, -0.33020], [-0.02995, 0.32908, -1.22532], [-0.67340, 1.86658, 0.56100], [-0.49875, 0.69652, 1.87028], [-2.36365, 0.22245, -0.32802], [-2.39050, -0.66521, 1.30167]], "smiles": "C=NCCCC[O-]", "mol_weight_g_mol": 100.14, "homo_ev": -2.055, "total_charge": -1}

Result of the stability comparison: ii) is the least stable of them.

i) {"formula": "C6H30O9", "method": "wB97M-V/def2-TZVPD", "elements": ["C", "O", "H", "H", "H", "H", "C", "O", "H", "H", "H", "H", "C", "O", "H", "H", "H", "H", "C", "O", "H", "H", "H", "H", "C", "O", "H", "H", "H", "H", "C", "O", "H", "H", "H", "H", "O", "H", "H", "O", "H", "H", "O", "H", "H"], "positions_angstrom": [[-0.76975, 0.32527, -3.81168], [-1.81615, 1.33162, -3.81613], [-1.17545, -0.58745, -4.24824], [0.13225, 0.61197, -4.35225], [-0.47278, -0.00631, -2.81666], [-2.42608, 1.21030, -3.08472], [2.22727, -2.16512, -2.50144], [2.69384, -0.84291, -2.55695], [3.00183, -2.93106, -2.46213], [1.34762, -2.17496, -1.85793], [1.80854, -2.37461, -3.48589], [3.21537, -0.65469, -3.34062], [-0.86988, -4.15322, -0.69015], [-0.44387, -5.30187, -0.00330], [-0.10422, -3.92642, -1.43218], [-1.80081, -4.32219, -1.23142], [-0.86883, -3.21250, -0.13957], [-0.12058, -5.86046, -0.71398], [-3.61915, 2.13568, 2.65190], [-3.60732, 1.70667, 1.25858], [-3.27220, 3.16904, 2.64660], [-4.67686, 2.14813, 2.91489], [-3.03134, 1.65697, 3.43511], [-2.70033, 1.40649, 1.16371], [3.53166, 1.32775, 2.18283], [2.24058, 1.45035, 2.70590], [4.16365, 0.70573, 2.81673], [3.48411, 0.98529, 1.14909], [4.03359, 2.29534, 2.18262], [2.24530, 0.57064, 3.09046], [0.30312, 0.15992, 0.01309], [-0.71715, 0.90491, 0.61658], [0.83063, -0.24981, 0.87456], [0.03156, -0.75868, -0.50712], [0.91476, 0.70335, -0.70710], [-0.34594, 1.75922, 0.84947], [-3.12645, 2.51835, -1.64601], [-2.94988, 2.11349, -0.79671], [-3.36728, 3.42074, -1.43627], [1.77176, -1.35904, 3.68036], [1.14160, -1.40712, 4.39934], [1.42933, -1.96191, 3.02032], [0.33376, 3.18085, 1.69208], [1.13949, 2.68755, 1.84717], [0.26067, 3.76472, 2.44710]], "smiles": "CO.CO.CO.CO.CO.CO.O.O.O", "mol_weight_g_mol": 246.30, "homo_ev": -9.431, "total_charge": 0}

ii) {"formula": "C6H30O9", "method": "wB97M-V/def2-TZVPD", "elements": ["C", "C", "C", "C", "C", "C", "H", "H", "H", "H", "H", "H", "H", "H", "H", "H", "H", "H", "O", "H", "H", "O", "H", "H", "O", "H", "H", "O", "H", "H", "O", "H", "H", "O", "H", "H", "O", "H", "H", "O", "H", "H", "O", "H", "H"], "positions_angstrom": [[-0.50026, 1.20195, -0.44222], [-0.12921, -0.10883, 0.02443], [-0.84787, -1.20253, -0.14846], [-2.04245, -1.45367, -0.94244], [-0.29071, -2.47973, 0.49062], [-1.02965, -2.44813, 1.84072], [0.36977, 1.81733, -0.94651], [-0.59552, 1.74123, 0.49897], [-1.38563, 1.37293, -1.18986], [0.62232, -0.16515, 0.85831], [-2.94262, -0.54796, -0.93479], [-1.72072, -1.38747, -2.03429], [-2.48697, -2.44259, -0.75838], [-0.50646, -3.42404, -0.13493], [0.86800, -2.55599, 0.71867], [-2.10682, -2.00945, 1.77638], [-1.01474, -3.52577, 2.17111], [-0.44860, -1.67557, 2.53797], [2.47678, 0.08345, -1.96272], [2.62090, 0.63888, -1.16786], [2.42686, -0.89442, -1.73347], [-2.57321, 2.19221, -2.93776], [-2.56994, 1.93198, -2.01674], [-1.60367, 2.00108, -3.15380], [-2.64863, 3.25041, -0.30926], [-2.64799, 4.05526, 0.08096], [-3.35287, 3.24712, -0.89427], [-1.99863, 1.48094, 3.23307], [-2.76732, 1.98916, 3.44926], [-2.21366, 1.32016, 2.27464], [3.07148, -1.24227, 1.11981], [3.07552, -0.29560, 0.89990], [2.61357, -1.37629, 1.92374], [1.22438, 0.04750, 3.15439], [1.07053, 0.39845, 4.02078], [0.54466, -0.67253, 2.97956], [2.75650, -2.49559, -1.20081], [2.84477, -2.16330, -0.29983], [2.23526, -3.24882, -1.05869], [3.32984, 2.01932, -0.03545], [4.00001, 2.36011, 0.59715], [2.88532, 2.81978, -0.48415], [0.05682, 0.51568, -3.22616], [0.42507, 1.01904, -3.93108], [0.90578, 0.31174, -2.70655]], "smiles": "C/C=C(\\C)CC.O.O.O.O.O.O.O.O.O", "mol_weight_g_mol": 246.30, "homo_ev": -8.260, "total_charge": 0}

Result of the stability comparison: i) is the least stable of them.